(1)
# C19H32F12NO13P2S2

5 unconnected molecules or ions with the total composition C19H32F12NO13P2S2 (ωB97M-V with the def2-TZVPD basis set, the OMol25 dataset).

Output
* calculated total energy: -4453.46900 hartree
* orbital gap: 8.0 eV
* total charge: +1
* maximum force: 0.08587 hartree/bohr
* HOMO energy: -0.4508 hartree
* E_LUMO: -4.3 eV

Geometry (Å):
O 7.202595 0.061274 2.398198
O -1.606572 -3.317401 1.372757
C -14.606241 2.498995 -0.536189
C -4.649328 -0.238762 -1.415842
S 0.624665 -1.832424 -0.222227
O 8.782740 0.686346 3.864940
H -1.249666 -3.372824 2.277970
H -11.737464 2.124995 -1.894509
F 6.661636 2.535058 -4.322147
O 0.029316 1.138023 -0.152426
H 4.995566 -0.774344 -0.963197
F 7.527818 3.881862 -2.867722
S 0.910170 -4.727152 1.397888
C 4.418188 -1.167167 -0.132578
H 4.002100 -0.309049 0.404440
H 8.523579 0.461962 -0.346158
C -15.904531 3.087044 -1.106027
H 8.887172 2.629959 4.447802
H -11.463463 -0.056821 -0.757087
F 10.143652 -1.176629 2.125399
H 7.776929 2.357792 3.117710
H 10.101312 -1.419639 -0.898086
C 8.124957 1.954101 4.067496
H -4.345712 0.249437 -0.491036
F -15.749985 4.393204 -1.376727
O 0.119614 -0.066108 2.009122
H -13.134163 0.008858 -0.184388
H -3.685524 -2.127825 -1.017388
P -0.379657 -3.688702 0.422379
H -12.813336 -0.136045 -1.903576
H -2.281757 -1.008918 1.073209
P -0.392532 -0.141304 0.665857
O 9.091112 1.612130 -1.995175
O -5.922676 0.254921 -1.849072
H 6.212612 1.168357 4.694143
H -5.007977 -2.215291 -2.196803
C 9.807392 -0.693467 -1.655340
C -4.677574 -1.747621 -1.269650
O -14.426377 2.261947 0.619082
F 8.792934 2.876326 -4.308219
F -9.141904 0.878231 -0.635528
F 8.360488 -2.393045 2.283530
H 6.560318 2.802370 5.275419
F -16.910864 2.965331 -0.242766
F -7.975029 2.301318 -1.766705
C 7.716670 2.729088 -3.529134
H 6.332659 -1.888675 0.651696
C 8.209977 -0.141673 3.013005
H 5.026218 -3.028209 0.868230
C 3.216075 -2.003974 -0.614580
H 7.361762 1.397215 6.001419
C 5.277309 -1.969206 0.872428
O -1.934042 -0.274505 0.535532
H 3.569513 -3.032163 -0.650805
C 6.997004 1.826479 5.068268
C 9.054658 -1.415841 2.874763
O -6.662915 0.194416 0.269125
H -12.105186 2.307284 -0.189082
N 2.143462 -1.952490 0.407686
H 2.897000 -1.730091 -1.618451
H 0.967158 1.067778 -0.391307
C 9.380720 0.604601 -1.004822
H 2.308890 -1.266687 1.143234
C -12.458612 0.322600 -0.979871
C -8.120987 0.998399 -1.483928
O -13.719269 2.336315 -1.510377
H 5.079524 -1.581150 1.865174
O 7.033688 0.769509 -2.287201
F -8.464550 0.380224 -2.622087
H 8.998467 -1.119599 -2.248938
C 7.888377 1.567481 -2.540501
H -3.932804 0.046162 -2.184362
F 9.466261 -1.868404 4.061384
H 10.648006 -0.524659 -2.328228
H -0.165726 -4.496911 -1.485177
H 10.192609 1.003357 -0.400208
C -6.828997 0.422123 -0.889838
F -16.265927 2.476351 -2.243483
O -0.894168 -4.511403 -0.839993
C -12.433491 1.829999 -1.111486
H -5.373866 -2.053048 -0.488858

Atoms 1-3, force components in eV/Å:
-0.0638 -0.2357 -0.2242
-0.3360 0.7832 -1.2725
0.5961 -0.1414 -0.0721

Atomic partial charges in e from the Löwdin method, atoms 1 to 2: 0.15, -0.22

---

(2)
# C44H44F5NO4S

6 unconnected molecules or ions with the total composition C44H44F5NO4S (ωB97M-V with the def2-TZVPD basis set, the OMol25 dataset).

Output
* calculated total energy: -2956.16089 hartree
* orbital gap: 7.1 eV
* total charge: 0
* maximum force: 0.04830 hartree/bohr
* HOMO energy: -0.3298 hartree
* E_LUMO: -1.8 eV
* SMILES string: C=CC1=C(NCCCC)C(=O)C=C(S(=O)(=O)C(F)(F)C(F)(F)F)C1=O.c1ccccc1.c1ccccc1.c1ccccc1.c1ccccc1.c1ccccc1

Geometry (Å):
C -7.939288 3.514777 5.149960
C 1.496873 3.003039 3.258135
O 4.594842 -2.307390 -3.198135
C 6.543765 2.015274 1.607382
C 0.872823 2.007096 1.158672
H 2.902999 -0.123646 3.160791
F 1.503594 -2.897628 -6.999808
H -5.197837 4.090907 0.405416
H 5.478996 -3.517919 3.577927
F 3.878560 -3.327671 -5.678971
H -4.196674 -0.725974 -0.058704
C -3.625072 -2.921159 -4.113746
H 9.500182 3.641378 1.332614
C 2.652435 3.506142 2.675522
C 1.675440 -2.547942 -5.719571
C 0.179555 -5.163818 -1.731218
F 0.883765 -1.513263 -5.467382
O 2.399633 -3.226756 -1.339398
C 5.041147 -2.915824 1.565760
C 2.920265 3.255487 1.336877
C 1.651225 -2.546868 -2.008030
C 7.702225 2.512042 1.026477
H -2.480044 -4.555521 -4.855156
H 1.290471 3.194374 4.303623
H 3.825430 3.640997 0.884769
H -6.403679 0.002431 0.788367
H 7.908949 2.318982 -0.018380
C 4.358927 -2.017309 0.758345
H -9.710349 1.182374 6.847126
C 0.219092 -0.267817 -2.041565
H 1.745806 0.585043 -3.466457
H -0.289588 1.853316 2.955268
H -1.511883 -0.912608 -4.121835
H 6.966593 3.196231 4.751935
H 4.104780 -1.737069 4.599679
C -7.567939 1.324972 4.230165
C 1.463157 -0.274731 -2.879805
H 4.425362 -2.096473 -0.318053
N -1.922350 -1.399160 -2.108924
C 0.166864 -2.708932 -2.052344
H -7.086896 0.683907 3.501969
H -9.278496 3.614455 6.822472
H 5.644393 -3.694972 1.117858
H 3.345897 4.092120 3.265381
H -1.549667 -3.103156 -4.787655
H 2.237609 2.314490 -0.466626
C 3.500887 -0.909386 2.714932
O -0.127218 0.689398 -1.388886
C -5.655850 0.738321 0.519752
C 8.595567 3.256032 1.785362
H -0.259631 -6.097355 -2.028202
H 1.081368 -5.129303 -1.145844
C -5.937035 2.091728 0.648005
C 2.151543 -1.401398 -2.857478
C -8.429611 0.782828 5.173594
C 6.280992 2.258748 2.948490
C -8.798487 2.972286 6.095330
H -2.768333 -3.357063 -6.069661
H 9.022971 4.090744 3.714354
H -2.984932 3.360299 -0.419302
C -3.735703 2.625246 -0.158517
C 0.608769 2.251068 2.500251
F 1.340117 -3.591227 -4.967228
H -3.606134 -3.393209 -3.133322
C -3.607377 -1.403123 -3.992562
H -2.487503 0.949840 -0.654866
H -6.645597 3.111548 3.486360
H -7.750822 4.580578 5.138195
C -2.338124 -0.808919 -3.419259
C -0.432154 -4.028217 -2.066407
C -0.543232 -1.562066 -2.068921
H -3.694767 -1.009198 -5.003449
C -3.455163 1.271945 -0.290144
H -6.904867 2.411054 1.014218
C -7.321296 2.690424 4.220016
H 5.845411 1.436780 1.015486
C -2.538028 -3.481855 -5.019638
H -4.474356 -1.037576 -3.449504
C 2.029326 2.509221 0.578596
C -4.977681 3.035481 0.307065
C -9.042213 1.605849 6.108348
H 3.061761 -0.305461 0.704792
H -8.623117 -0.282162 5.180980
C 4.948835 -2.815267 2.947615
C 8.329049 3.506016 3.124096
C 4.177477 -1.813563 3.522261
C 3.591170 -1.012483 1.333864
H -4.583663 -3.194977 -4.545112
O 4.041844 -0.151144 -4.135350
H 0.185346 1.421709 0.568005
C -4.416349 0.329089 0.046895
C 7.172551 3.004969 3.706438
H 5.379596 1.866551 3.402442
H -2.457135 0.259521 -3.259463
F 3.516330 -1.342007 -6.464508
C 3.174958 -2.210075 -5.526876
S 3.622811 -1.490635 -3.848863
H -2.414588 -2.249711 -1.887459
H -1.469602 -4.076125 -2.355644

Atoms 1-3, force components in eV/Å:
-0.0046 -0.0008 0.0080
0.0042 -0.0170 -0.0032
-0.5292 -0.9268 -0.3140

Atomic partial charges in e from the Löwdin method, atoms 1 to 2: -0.10, -0.10

---

(3)
# C3FIrO3

A molecular structure, C3FIrO3 (ωB97M-V with the def2-TZVPD basis set, the OMol25 dataset).

Output
* spin multiplicity: 5
* calculated total energy: -543.96511 hartree
* orbital gap (alpha / beta): 8.1 / 6.1 eV
* total charge: 0
* maximum force: 0.09214 hartree/bohr
* HOMO energy (alpha / beta): -0.3136 / -0.3353 hartree
* E_LUMO (alpha / beta): -0.4 / -3.1 eV

Geometry (Å):
C 0.745342 -0.651556 -0.627166
O -3.188356 0.059314 -0.321981
Ir 2.326192 2.024770 -0.221424
C 1.943350 -0.401377 -0.271460
F 2.971183 -1.217907 0.057058
O -1.807324 -0.380165 1.448722
O -0.421073 -0.563773 -0.973047
C -2.294890 -0.227129 0.388555

Atoms 1-3, force components in eV/Å:
-4.5598 0.3720 -1.2333
1.9210 -0.6426 -0.7222
-0.4236 -2.2171 -0.0653

Atomic partial charges in e from the Löwdin method, atoms 1 to 2: -0.24, 0.18

---

(4)
# C33H65FIO34S9

9 unconnected molecules or ions with the total composition C33H65FIO34S9 (ωB97M-V with the def2-TZVPD basis set, the OMol25 dataset).

Output
* calculated total energy: -7835.31470 hartree
* orbital gap: 7.8 eV
* total charge: +1
* maximum force: 0.04849 hartree/bohr
* HOMO energy: -0.3895 hartree
* E_LUMO: -2.8 eV

Geometry (Å):
O -2.490460 -8.310556 4.934134
C -2.412058 -6.885703 4.990662
H 12.035350 -1.349147 -5.870303
H 3.445741 1.330850 3.316364
O 0.251870 7.097245 0.533111
H 5.113058 2.536070 1.033620
H 9.568812 -3.227321 2.928327
C 2.471919 0.926384 0.758336
O -2.364340 1.133015 -0.378502
H -9.166224 0.599128 -0.742941
O -5.074491 6.930950 -3.579396
C 2.918748 2.406366 0.856826
H 0.754188 1.801966 -0.301584
H 2.551270 0.354574 1.697599
H -10.005210 1.414422 1.392918
C 10.093127 -2.372408 3.392609
H 1.114175 6.508877 -2.019836
C -4.489694 3.836246 0.080125
O 10.184752 -1.218289 2.558586
H -3.654649 9.260475 -1.748120
O -4.626108 -3.044456 -0.649971
H 11.109418 -2.679804 3.700498
O -0.101246 -0.069326 3.696424
O -2.172916 6.635378 0.546910
H -9.885474 -7.077935 -4.505070
H -4.911764 3.401685 2.170298
H -0.146787 -5.012508 1.774245
H 0.956258 -0.806649 -0.937655
O -9.050030 2.669869 -0.867114
S 10.892412 -0.379596 -2.817617
H -0.401609 -3.470658 0.009424
C 5.627717 0.958278 2.974454
O -0.187269 -7.565150 4.813141
H 2.964772 0.346679 -0.043131
H -2.990255 -2.868316 -1.880991
C 7.718767 0.015320 0.571323
C 4.357577 1.867907 3.005563
H -5.559674 3.831187 -0.139217
H -1.947748 -0.549549 1.342660
C 11.240771 0.525118 -5.103517
H 10.286862 -1.369577 -5.541239
H -7.561169 1.313481 -0.458395
O -7.761943 4.616248 -0.070964
H 4.799184 -0.884271 2.198902
O 11.949492 0.042190 -1.973412
C -8.942482 1.568623 1.191957
C -4.013620 -4.764448 -2.101584
C -1.074419 -6.542626 4.365431
C -4.482614 8.670955 -2.133881
H -3.109466 7.430564 -3.257893
O -8.624429 2.930051 1.502895
H -8.739446 -6.817595 -3.169571
H 0.359483 -3.594450 2.812745
S -1.135344 7.144195 -0.280598
H -4.559186 -2.748877 -2.711959
S -5.801141 8.234065 -4.193402
H 9.640529 -0.000046 -0.421317
C 0.633224 5.780335 -1.363179
S -8.928925 3.853493 0.215869
H 7.274144 -0.177111 -0.422918
C -8.634485 1.430168 -0.285124
O -7.919636 -6.674777 -5.048748
C 6.954488 -0.833318 1.643389
H -5.235378 8.546026 -1.351066
H -0.663638 -0.243884 -0.502188
O -4.717122 0.754661 -1.108748
O -8.016897 -4.391792 -4.253533
H -3.898759 6.588258 -1.902163
O -7.179416 8.165254 -3.867759
H 6.525131 1.597245 2.836691
H -9.859106 -4.717328 -5.102900
C 5.569490 -0.150375 1.892712
O -0.768307 -9.449389 6.284904
H 0.785511 5.120758 0.694116
C 0.566153 -4.186968 1.900289
C 0.435525 -3.224797 0.681088
O -5.340961 8.431090 -5.519136
C -4.034754 7.332979 -2.684641
C -1.164252 -0.383739 3.354970
H 0.852798 4.775757 -1.717305
H 4.557968 2.615390 3.800392
O -0.776567 6.025538 -1.381271
S -3.741097 1.519520 -0.421797
H -4.120352 4.859307 0.058628
H 9.492223 -2.082051 4.279639
H -1.123803 -6.591606 3.273722
H -2.448620 -6.581755 6.039504
H 10.708758 -1.741384 0.634408
H 5.733899 0.544746 3.999822
O -1.228690 8.399458 -0.933309
H 9.661569 0.712620 1.219713
H 6.722621 -1.800459 1.151283
C -4.193385 3.150824 1.393759
O -3.735602 -5.289495 -0.788574
H 2.097660 6.210447 0.184889
H 1.615546 -4.521454 1.930745
H 3.131062 2.733806 -0.186051
C -1.374467 -1.206006 2.030468
H 10.719474 0.995364 -5.933822
C 0.367292 -0.366688 -0.113275
O 10.571186 0.797922 -3.867579
H 9.082394 -2.294439 1.079619
S -1.009006 -8.946257 4.984531
C -4.010048 -3.261919 -1.926513
H -9.861806 -4.661471 -3.324965
H -4.989426 -5.124762 -2.412335
H 7.535458 -0.973934 2.568915
I -2.845715 0.208939 4.536181
H 12.254220 0.927662 -5.036477
O -0.822857 -9.726730 3.816208
S -4.274113 -4.272021 0.324397
O -3.821979 3.038608 -0.916651
C 11.253624 -0.986097 -5.206845
C 0.940641 0.972885 0.405574
H -3.185028 3.385817 1.744168
H -0.712352 -5.562002 4.668736
O 11.479327 -1.445532 -3.870612
O 9.661010 -0.874884 -2.315938
H -3.262226 -5.100102 -2.812372
O -3.169383 -3.893405 1.149354
H 0.371328 1.213741 1.329815
H -3.247009 -6.437440 4.455441
H 7.493616 1.079673 0.807932
H 2.056049 3.025882 1.175649
O -10.204492 4.443786 0.376287
C -9.313666 -5.001347 -4.200201
C 9.274682 -0.126306 0.614841
H -8.356295 0.888196 1.805320
O -5.856207 -5.565848 -4.277329
C 1.037444 5.989838 0.081080
C -9.034842 -6.489724 -4.168849
S -7.016424 -5.347914 -5.074320
O -5.478621 -4.772829 0.871152
F 1.609098 -3.231135 -0.035243
S 0.275767 -1.505440 1.334151
H -1.934268 -2.125673 2.275690
H 4.211098 3.749528 1.935294
O -4.244481 1.748106 1.085093
C 4.220656 2.672037 1.669552
H 5.303047 0.340615 0.934563
O -5.100312 9.330148 -3.243596
C 9.794614 -1.458147 1.205757
O -6.938008 -4.885796 -6.409877

Atoms 1-3, force components in eV/Å:
0.4492 -0.0083 -0.3162
-0.0296 0.3327 0.3949
0.0891 -0.0819 0.2255

Atomic partial charges in e from the Löwdin method, atoms 1 to 2: -0.18, -0.17

---

(5)
# C3HEuO

A molecular structure, C3HEuO (ωB97M-V with the def2-TZVPD basis set, the OMol25 dataset).

Output
* spin multiplicity: 8
* calculated total energy: -900.02664 hartree
* orbital gap (alpha / beta): 3.5 / 3.8 eV
* total charge: +1
* maximum force: 0.11039 hartree/bohr
* HOMO energy (alpha / beta): -0.3679 / -0.3712 hartree
* E_LUMO (alpha / beta): -6.5 / -6.3 eV

Geometry (Å):
H -2.275944 0.431304 0.777394
C -0.937061 0.182080 -1.066448
C -1.481738 -0.044898 0.194099
C -0.003678 -0.122727 -0.103551
Eu 3.515032 -0.034641 -0.029744
O 1.183391 -0.411118 0.228251

Atoms 1-3, force components in eV/Å:
-0.0487 -1.0009 -0.0640
-0.2582 0.2389 -1.6730
5.1953 1.4229 -0.2278

Atomic partial charges in e from the Löwdin method, atoms 1 to 2: 0.08, -0.05

---

(6)
# C2H8NS

2 unconnected molecules or ions with the total composition C2H8NS (ωB97M-V with the def2-TZVPD basis set, the OMol25 dataset).

Output
* calculated total energy: -533.96189 hartree
* orbital gap: 6.8 eV
* total charge: -1
* ΔE to the lowest compared entry with this formula, charge and spin: 5.8 kcal per mole
* maximum force: 0.02361 hartree/bohr
* HOMO energy: -0.0879 hartree
* E_LUMO: 4.4 eV

Geometry (Å):
H -1.003662 1.124145 1.466708
H -0.796037 -1.042067 -0.128104
H -0.418854 2.375702 2.291642
H -1.020766 -1.047611 -1.883228
H 1.324441 -1.534141 -2.127119
H 1.348174 -1.615034 -0.303207
S -0.684186 1.188046 -1.058690
N -0.858202 1.480050 2.424005
C 1.048700 -1.052407 -1.183689
C -0.442147 -0.608731 -1.067788
H 1.648500 -0.138811 -1.239772
H -0.145961 0.870860 2.809241

Atoms 1-3, force components in eV/Å:
0.0109 0.3818 0.0940
-0.3050 -0.0130 -0.0637
0.1865 0.2586 -0.1311

Atomic partial charges in e from the Löwdin method, atoms 1 to 2: -0.10, 0.01

---

(7)
# C4H11OS

2 unconnected molecules or ions with the total composition C4H11OS (ωB97M-V with the def2-TZVPD basis set, the OMol25 dataset).

Output
* calculated total energy: -632.40582 hartree
* orbital gap: 6.3 eV
* total charge: -1
* ΔE to the lowest compared entry with this formula, charge and spin: 35.9 kcal per mole
* maximum force: 0.01131 hartree/bohr
* HOMO energy: -0.0999 hartree
* E_LUMO: 3.6 eV

Geometry (Å):
H -1.078303 -0.562657 -0.588070
H 1.607937 2.330702 -0.744627
H 2.366984 0.293270 0.533065
H -2.797312 -1.273172 1.732746
C -2.426325 -0.238115 1.940566
S 1.218668 -0.524465 -1.331850
H -0.055046 1.945139 -0.282535
H 0.629287 -0.012148 0.948751
H -0.825620 -1.266627 -2.266374
O -1.422987 0.175327 1.146628
H -0.437509 -2.196947 -0.825230
C 0.981879 1.884783 0.030635
C -0.467021 -1.191467 -1.241796
H 1.075979 2.439788 0.966895
H -3.362482 0.377505 1.871808
H -2.168709 -0.254684 3.032495
C 1.330392 0.413892 0.227758

Atoms 1-3, force components in eV/Å:
-0.1514 0.1406 0.1176
0.0918 0.1141 0.0519
0.1218 -0.0153 0.2357

Atomic partial charges in e from the Löwdin method, atoms 1 to 2: 0.00, 0.05